Entry w
The following is a DFT calculation (ωB97M-V/def2-TZVPD) of the molecule C4H6OS2.

```
13
Properties=species:S:1:pos:R:3
C -1.297 -0.873 1.372
C -1.616 0.029 0.060
O -2.275 -0.571 -0.919
C -0.123 0.445 -0.185
S 0.587 1.964 0.125
C 0.613 -0.646 -0.820
S 1.980 -1.085 0.005
H -2.172 -1.064 2.260
H -0.726 -0.423 2.189
H -0.720 -1.701 1.213
H -2.117 0.914 0.250
H -2.596 0.064 -1.532
H 0.001 -1.022 -1.678
```

HOMO level   -0.32583 hartree
E_LUMO   -1.500 eV
HOMO-LUMO gap   7.37 eV

Entry x
The following is a DFT calculation (ωB97M-V/def2-TZVPD) of a cluster of 2 separate species, C4H6OS2 in total.

```
13
Properties=species:S:1:pos:R:3
C 0.532 -1.176 -0.038
C -1.614 -0.117 0.000
C 1.203 -1.024 -1.340
C -0.462 1.568 1.218
O -1.565 1.097 0.526
S 0.823 -2.140 1.195
S -2.769 -0.960 -0.582
H 1.342 0.169 -1.292
H 0.545 -1.080 -2.152
H 2.232 -1.428 -1.534
H -0.342 2.696 1.049
H 0.455 1.024 0.694
H -0.380 1.371 2.257
```

HOMO level (alpha / beta)   -0.27505 / -0.27504 hartree
E_LUMO (alpha / beta)   -0.173 / -0.172 eV
HOMO-LUMO gap (alpha / beta)   7.31 / 7.31 eV

Entry y
The following is a DFT calculation (ωB97M-V/def2-TZVPD) of the molecule C4H6OS2.

```
13
Properties=species:S:1:pos:R:3
C -1.741 0.501 0.179
C 0.653 1.344 0.528
C 1.082 -0.053 0.235
C 0.360 -0.795 -0.866
O -1.092 -1.865 0.999
S -2.988 1.433 -0.233
S -1.405 -1.188 -0.259
H 0.407 1.953 -0.237
H 0.850 1.700 1.587
H 2.060 -0.195 -0.071
H 0.806 -0.747 1.046
H 0.120 -0.367 -1.821
H 0.887 -1.722 -1.088
```

HOMO level (alpha / beta)   -0.30242 / -0.29635 hartree
E_LUMO (alpha / beta)   -1.074 / -1.207 eV
HOMO-LUMO gap (alpha / beta)   7.16 / 6.86 eV

Entry z
The following is a DFT calculation (ωB97M-V/def2-TZVPD) of a structure of composition C4H6OS2.

```
13
Properties=species:S:1:pos:R:3
C -1.806 -0.306 0.463
C -0.485 0.341 0.668
C 2.037 0.255 -0.029
C -0.613 -0.838 -0.209
H -2.594 1.312 -0.693
H -2.028 -0.704 1.430
H -0.202 0.133 1.618
H 2.978 0.587 -0.681
H 2.611 0.234 1.036
H -0.900 -0.634 -1.306
O -2.813 0.117 -0.408
S 0.706 1.581 -0.109
S 1.034 -1.491 -0.110
```

HOMO level   -0.32048 hartree
E_LUMO   -0.046 eV
HOMO-LUMO gap   8.67 eV

So which one wins? Going from most stable to least: entry w, entry x, entry y, entry z.

Entry w
The following is a DFT calculation (ωB97M-V/def2-TZVPD) of a cluster of 23 separate species, H46O23 in total.

```
69
Properties=species:S:1:pos:R:3
O -7.639 11.960 3.919
H -8.452 12.225 4.385
H -7.196 11.358 4.521
O -4.212 11.562 6.522
H -4.595 11.096 5.771
H -4.728 11.164 7.261
O -10.757 14.755 7.486
H -10.494 15.721 7.483
H -11.622 14.773 7.960
O -13.289 12.628 11.256
H -14.134 12.680 11.723
H -12.617 12.435 11.926
O -6.257 10.875 8.475
H -5.827 11.594 8.953
H -6.061 10.047 8.984
O -8.495 8.656 12.858
H -7.962 8.973 12.106
H -7.922 8.670 13.625
O -9.000 9.584 10.106
H -9.953 9.432 10.266
H -8.950 10.467 9.709
O -6.495 15.625 10.527
H -6.125 16.418 10.103
H -6.805 15.067 9.758
O -10.496 17.747 7.589
H -11.320 18.183 7.351
H -10.326 17.934 8.555
O -13.881 8.669 8.895
H -14.615 8.072 9.041
H -13.389 8.253 8.174
O -9.589 12.214 12.999
H -9.594 12.010 13.948
H -9.424 11.343 12.576
O -12.356 11.293 8.765
H -12.651 10.480 8.335
H -12.763 11.252 9.647
O -6.364 8.616 10.021
H -7.337 8.510 9.912
H -6.022 7.717 10.146
O -10.209 12.694 5.361
H -11.097 12.566 4.987
H -10.325 13.431 6.006
O -9.127 14.902 11.409
H -8.144 14.941 11.403
H -9.382 14.284 12.107
O -9.666 9.746 7.013
H -9.180 10.471 7.431
H -9.669 10.020 6.086
O -13.044 14.974 9.301
H -13.466 14.296 8.752
H -12.726 14.387 10.020
O -9.995 17.524 10.377
H -9.942 16.564 10.566
H -9.269 17.855 10.907
O -9.834 6.929 7.759
H -9.818 6.658 8.671
H -9.809 7.897 7.683
O -11.274 8.690 11.532
H -10.479 8.478 12.049
H -11.939 8.055 11.824
O -6.970 13.666 8.674
H -7.821 13.219 8.772
H -6.767 13.668 7.726
O -13.663 14.445 4.994
H -12.810 14.805 5.268
H -13.716 14.628 4.054
O -9.815 12.156 8.711
H -10.712 11.747 8.593
H -9.889 13.103 8.460
```

HOMO level   -0.39194 hartree
E_LUMO   -0.197 eV
HOMO-LUMO gap   10.47 eV

Entry x
The following is a DFT calculation (ωB97M-V/def2-TZVPD) of a cluster of 23 separate species, H46O23 in total.

```
69
Properties=species:S:1:pos:R:3
O -0.457 0.740 3.072
H -0.113 0.125 2.423
H -1.147 1.215 2.609
O 1.907 -0.054 4.746
H 2.421 -0.753 4.342
H 1.017 -0.191 4.419
O -3.073 1.641 4.879
H -2.272 1.167 4.654
H -3.467 1.861 4.035
O -4.699 -2.422 0.228
H -5.099 -2.399 1.098
H -3.832 -2.800 0.373
O 3.692 1.083 -2.515
H 3.930 0.189 -2.761
H 4.120 1.221 -1.670
O -1.383 -3.551 -1.904
H -0.945 -2.702 -1.958
H -1.343 -3.899 -2.795
O 1.096 2.870 4.701
H 0.835 2.337 5.452
H 0.657 2.462 3.954
O -0.288 3.234 0.590
H 0.552 3.415 0.167
H -0.205 2.338 0.915
O -3.125 2.078 -0.323
H -2.349 2.577 -0.578
H -3.857 2.675 -0.484
O -2.020 -3.058 0.646
H -1.362 -2.491 1.047
H -1.763 -3.111 -0.275
O 2.223 -1.121 -4.100
H 3.018 -1.056 -4.629
H 1.710 -0.350 -4.342
O 1.974 1.837 -4.788
H 2.432 1.542 -5.575
H 2.553 1.591 -4.067
O -0.490 6.035 0.300
H 0.039 5.335 -0.084
H -0.142 6.142 1.185
O -2.974 2.696 2.412
H -3.136 2.291 1.560
H -3.102 3.633 2.261
O 0.658 -5.383 1.671
H 0.447 -6.307 1.813
H 0.549 -4.978 2.532
O -0.217 -0.139 0.534
H -0.216 0.473 -0.202
H 0.433 -0.801 0.296
O 0.483 -1.610 -1.857
H 0.171 -0.722 -2.031
H 1.132 -1.775 -2.541
O 1.900 4.605 -0.764
H 2.414 4.235 -1.482
H 2.550 4.842 -0.102
O -2.470 0.995 -2.999
H -1.528 1.053 -2.838
H -2.868 1.468 -2.268
O 3.086 -3.446 -1.050
H 3.967 -3.609 -0.715
H 3.183 -2.684 -1.621
O 0.317 1.443 -2.186
H 0.474 2.037 -2.920
H 1.191 1.175 -1.902
O -0.823 -5.702 -0.551
H -1.142 -4.954 -1.055
H -0.352 -5.312 0.186
O 1.555 -2.736 0.981
H 1.404 -3.500 1.536
H 2.169 -3.041 0.313
```

HOMO level   -0.35755 hartree
E_LUMO   -1.398 eV
HOMO-LUMO gap   8.33 eV

So which one wins? Going from most stable to least: entry w, entry x.

Entry w
The following is a DFT calculation (ωB97M-V/def2-TZVPD) of a cluster of 2 separate species, CH2N2OS2 in total.

```
8
Properties=species:S:1:pos:R:3
C 0.355 2.047 -0.626
N 1.558 -0.424 -0.394
N -0.750 1.615 -0.457
O 3.946 -0.666 0.497
S 1.802 2.549 -0.889
S 2.521 -0.621 0.739
H 1.887 -0.463 -1.294
H -1.116 0.756 -0.066
```

HOMO level   -0.35671 hartree
E_LUMO   -0.582 eV
HOMO-LUMO gap   9.12 eV

Entry x
The following is a DFT calculation (ωB97M-V/def2-TZVPD) of a cluster of 2 separate species, CH2N2OS2 in total.

```
8
Properties=species:S:1:pos:R:3
C -0.952 0.222 -0.934
N -1.122 0.127 0.314
N -1.093 -0.022 1.428
O 2.044 0.923 0.352
S 1.735 -1.642 1.452
S 1.866 -0.449 0.004
H -1.611 -0.459 -1.356
H -0.867 1.300 -1.261
```

HOMO level   -0.34329 hartree
E_LUMO   -1.322 eV
HOMO-LUMO gap   8.02 eV

So which one wins? Going from most stable to least: entry w, entry x.

Entry w
The following is a DFT calculation (ωB97M-V/def2-TZVPD) of a structure of composition C7H12O3.

```
22
Properties=species:S:1:pos:R:3
C 1.953 -1.522 -0.704
C 0.816 -0.577 -0.381
C 0.701 0.686 -1.209
C 1.165 0.752 0.220
O 0.322 1.321 1.192
C -1.495 0.643 1.352
O -1.829 0.498 2.505
C -1.678 -0.423 0.294
C -0.443 -1.295 0.085
H 2.263 -2.079 0.193
H 1.641 -2.250 -1.469
H 2.829 -0.979 -1.085
H 1.436 0.862 -1.995
H -0.295 1.083 -1.414
H 2.217 0.960 0.424
H -2.528 -1.040 0.614
H -1.981 0.073 -0.638
H -0.668 -2.085 -0.646
H -0.216 -1.781 1.046
O -1.821 2.386 0.865
H -0.362 2.424 0.828
H -2.025 2.343 -0.076
```

HOMO level   -0.34967 hartree
E_LUMO   0.603 eV
HOMO-LUMO gap   10.12 eV

Entry x
The following is a DFT calculation (ωB97M-V/def2-TZVPD) of a structure of composition C7H12O3.

```
22
Properties=species:S:1:pos:R:3
O -2.852 1.091 -0.270
C -2.037 0.214 0.474
C -1.002 -0.430 -0.405
C -1.122 -1.733 -1.065
C -0.131 -1.723 0.085
C 0.940 -0.807 -0.123
C 2.774 0.283 0.541
O 2.110 -0.989 0.370
C 0.266 0.286 -0.885
H -3.406 0.583 -0.871
H -1.541 0.818 1.244
H -2.630 -0.565 0.978
H -2.010 -2.319 -0.825
H -0.738 -1.860 -2.080
H -0.242 -2.357 0.964
H 3.201 0.570 -0.427
H 3.553 0.106 1.285
H 0.414 0.310 -1.971
H 0.441 1.275 -0.405
H 2.138 1.196 0.920
O 0.974 2.586 1.045
H 0.898 3.466 1.422
```

HOMO level   -0.25178 hartree
E_LUMO   -0.410 eV
HOMO-LUMO gap   6.44 eV

So which one wins? Going from most stable to least: entry w, entry x.

Entry w
The following is a DFT calculation (ωB97M-V/def2-TZVPD) of a structure of composition C7H12O3.

```
22
Properties=species:S:1:pos:R:3
C -0.968 0.804 -2.516
C -0.003 0.567 -1.377
C 0.051 1.477 -0.381
C -0.003 1.305 1.108
C 0.647 0.055 1.681
C 1.866 -0.342 1.010
O 1.284 -1.264 -0.454
C 0.354 -0.889 -1.253
O -0.625 -1.712 -1.277
H -0.979 1.868 -2.779
H -0.710 0.195 -3.393
H -1.995 0.522 -2.250
H -0.158 2.504 -0.695
H 0.473 2.192 1.556
H -1.052 1.345 1.440
H 0.762 0.127 2.769
H -1.287 -2.039 0.107
H 2.468 0.465 0.574
H 2.464 -1.096 1.529
O -1.473 -2.214 1.452
H -0.746 -2.844 1.475
H -0.370 -1.025 1.674
```

HOMO level   -0.33228 hartree
E_LUMO   -0.252 eV
HOMO-LUMO gap   8.79 eV

Entry x
The following is a DFT calculation (ωB97M-V/def2-TZVPD) of a structure of composition C7H12O3.

```
22
Properties=species:S:1:pos:R:3
O 1.123 -3.626 1.629
C -0.135 -3.340 1.773
H -0.582 -3.675 2.731
O -0.582 -2.328 1.230
C 0.713 0.416 0.121
C 0.848 0.830 -1.370
C -0.527 1.476 -1.584
C -0.685 2.301 -0.282
C -0.724 0.891 0.363
C -1.463 0.440 -0.920
H 1.319 1.047 0.794
H 1.667 1.541 -1.543
H 1.005 -0.044 -2.019
H -0.735 1.894 -2.576
H 0.138 2.976 -0.001
H -1.653 2.813 -0.210
H -1.114 0.758 1.380
H -2.514 0.756 -0.918
H -1.376 -0.607 -1.244
H 1.702 -2.764 1.163
O 1.699 -0.876 0.269
H 1.877 -0.878 1.215
```

HOMO level   -0.36566 hartree
E_LUMO   0.569 eV
HOMO-LUMO gap   10.52 eV

Entry y
The following is a DFT calculation (ωB97M-V/def2-TZVPD) of the molecule C7H12O3.

```
22
Properties=species:S:1:pos:R:3
C -0.636 -0.927 2.901
C -0.955 -0.910 1.408
C -2.447 -0.585 1.206
C -2.928 -0.828 -0.206
O -3.776 -1.639 -0.497
O -2.503 0.069 -1.200
C -0.429 -2.184 0.701
C 0.647 -1.348 0.006
O 0.586 -1.471 -1.399
C 0.074 -0.059 0.620
H 0.441 -1.074 3.063
H -0.944 0.018 3.374
H -1.177 -1.741 3.405
H -3.041 -1.228 1.869
H -2.632 0.462 1.492
H -1.945 0.759 -0.822
H -0.098 -3.025 1.325
H -1.131 -2.601 -0.033
H 1.654 -1.572 0.388
H -0.160 -0.918 -1.792
H -0.371 0.568 -0.165
H 0.759 0.584 1.189
```

HOMO level   -0.37363 hartree
E_LUMO   0.513 eV
HOMO-LUMO gap   10.68 eV

So which one wins? Going from most stable to least: entry y, entry x, entry w.